Below is a cluster of 3 separate species, C14H34ClIO9P2SSi in total at a distorted geometry, with properties calculated with ωB97M-V with the def2-TZVPD basis set.

CARTESIAN COORDINATES (ANGSTROEM)
O  -3.015  1.100  6.680
C  -2.992  2.191  6.219
I  -2.669  2.423  4.085
C  -3.200  3.472  6.989
Si  -1.632  4.138  7.804
S  0.176  3.329  7.033
Cl  -1.721  3.625  9.808
H  -3.638  4.215  6.326
H  -3.944  3.243  7.751
H  -1.664  5.603  7.732
H  0.564  4.155  6.045
C  -5.029  -4.789  1.303
C  -4.420  -4.348  -0.014
O  -3.803  -3.066  0.060
P  -2.258  -2.889  0.602
O  -1.527  -4.039  0.012
O  -1.734  -1.652  -0.316
C  -0.676  -1.828  -1.257
C  -1.195  -2.297  -2.603
O  -2.606  -1.795  1.745
C  -3.511  -2.033  2.818
C  -2.995  -3.058  3.812
H  -4.270  -4.858  2.084
H  -5.498  -5.768  1.198
H  -5.795  -4.086  1.636
H  -3.716  -5.101  -0.372
H  -5.209  -4.267  -0.764
H  0.077  -2.509  -0.861
H  -0.185  -0.861  -1.379
H  -1.924  -3.101  -2.505
H  -0.374  -2.639  -3.234
H  -1.700  -1.476  -3.115
H  -4.499  -2.288  2.433
H  -3.631  -1.079  3.333
H  -2.599  -3.944  3.309
H  -3.789  -3.361  4.496
H  -2.183  -2.637  4.404
C  4.018  4.293  -4.495
C  3.497  3.673  -3.212
O  3.010  2.347  -3.393
P  4.026  1.050  -3.368
O  4.983  1.353  -2.275
O  3.083  -0.084  -2.683
C  3.409  -0.648  -1.414
C  2.839  0.176  -0.275
O  3.568  0.454  -4.806
C  3.671  1.175  -6.028
C  5.106  1.403  -6.466
H  4.849  3.714  -4.902
H  4.370  5.309  -4.312
H  3.235  4.342  -5.253
H  4.268  3.705  -2.440
H  2.655  4.263  -2.846
H  4.487  -0.774  -1.315
H  2.978  -1.650  -1.384
H  3.006  1.244  -0.402
H  3.273  -0.133  0.677
H  1.758  0.035  -0.219
H  3.102  2.103  -5.969
H  3.166  0.566  -6.779
H  5.727  1.763  -5.641
H  5.147  2.124  -7.283
H  5.550  0.471  -6.816

Values from the calculation:
Strongest force on any atom in eV/Å: 6.59
HOMO energy in hartree: -0.363
E_LUMO in eV: 0.295
Total charge: 0
SMILES: O=C(I)C[Si@H](S)Cl.CCOP(=O)(OCC)OCC.CCOP(=O)(OCC)OCC
Energy relative to the best compared isomer or geometry (same formula, charge and spin) in kcal/mol: 29.8

Results of the Mulliken charge analysis, in e, for atoms 1 through 6: O -0.447; C 0.185; I -0.018; C -0.522; Si 0.605; S -0.306